Entry 1:
The following is a quantum chemistry calculation of an isolated ion of composition C5H10 and charge +1 at a distorted geometry, from the OMol25 dataset.

Properties
relative energy (zero: lowest compared OMol25 entry of this formula, charge and spin)	60.4	kcal/mol
charge	+1
highest occupied orbital energy (spin up / spin down)	-0.5963 / -0.6122	Ha
2S+1	2
Kohn-Sham gap (spin up / spin down)	10.78 / 9.38	eV

Geometry (Å):
C (1.014, 1.757, 0.553)
C (1.015, 0.275, 0.208)
C (-0.332, -0.266, 0.288)
C (-0.767, -1.686, 0.572)
C (0.010, -0.165, -1.249)
H (2.014, 2.173, 0.645)
H (0.496, 2.282, -0.260)
H (0.407, 1.899, 1.442)
H (-1.140, 0.414, 0.586)
H (-1.004, -2.315, -0.275)
H (-1.517, -1.792, 1.372)
H (0.053, -2.184, 1.132)
H (-0.001, 0.853, -1.619)
H (0.745, -0.807, -1.758)
H (-0.994, -0.440, -1.637)

Entry 2:
The following is a quantum chemistry calculation of C36H38F6NO2P2Sr as an isolated structure at a distorted geometry, from the OMol25 dataset.

Properties
relative energy (zero: lowest compared OMol25 entry of this formula, charge and spin)	10.0	kcal/mol
charge	+1
highest occupied orbital energy	-0.4162	Ha
2S+1	1
Kohn-Sham gap	8.97	eV

Geometry (Å):
Sr (0.515, 0.030, -1.210)
C (0.375, 3.813, 1.097)
C (1.526, 3.516, 0.148)
C (1.112, 3.604, -1.320)
C (2.231, 2.190, 0.449)
C (3.204, 2.291, 1.616)
O (2.854, 1.185, 2.487)
C (1.746, 0.617, 1.984)
N (1.295, 1.081, 0.879)
C (1.241, -0.480, 2.885)
C (1.620, -0.343, 4.224)
C (1.302, -1.303, 5.167)
C (0.623, -2.446, 4.777)
C (0.239, -2.587, 3.456)
C (0.514, -1.618, 2.492)
P (-0.130, -1.988, 0.803)
C (-1.913, -2.294, 1.058)
C (-2.616, -2.781, -0.048)
C (-3.986, -2.980, 0.005)
C (-4.686, -2.678, 1.168)
C (-4.001, -2.182, 2.269)
C (-2.623, -1.992, 2.216)
C (0.616, -3.635, 0.516)
C (1.951, -3.635, 0.111)
C (2.632, -4.830, -0.066)
C (1.984, -6.039, 0.150)
C (0.651, -6.045, 0.541)
C (-0.032, -4.848, 0.723)
H (-0.002, 4.824, 0.933)
H (0.664, 3.736, 2.149)
H (-0.458, 3.124, 0.948)
H (2.292, 4.283, 0.308)
H (0.472, 2.771, -1.650)
H (1.976, 3.603, -1.986)
H (0.519, 4.498, -1.515)
H (2.759, 1.851, -0.446)
H (3.082, 3.209, 2.188)
H (4.245, 2.169, 1.336)
H (2.184, 0.527, 4.522)
H (1.599, -1.165, 6.199)
H (0.393, -3.229, 5.488)
H (-0.289, -3.486, 3.158)
H (-2.091, -3.030, -0.965)
H (-4.505, -3.372, -0.860)
H (-5.756, -2.834, 1.212)
H (-4.540, -1.947, 3.178)
H (-2.114, -1.602, 3.091)
H (2.474, -2.702, -0.080)
H (3.666, -4.814, -0.389)
H (2.511, -6.974, 0.006)
H (0.140, -6.985, 0.708)
H (-1.069, -4.871, 1.035)
C (-2.604, 1.299, 0.831)
P (-2.288, 1.476, -0.976)
C (-3.649, 0.478, -1.697)
C (-2.823, 3.169, -1.388)
C (-2.240, 3.786, -2.494)
C (-2.648, 5.049, -2.909)
C (-3.642, 5.715, -2.208)
C (-4.235, 5.112, -1.102)
C (-3.832, 3.845, -0.701)
H (-3.542, 0.775, 1.022)
H (-2.645, 2.286, 1.293)
H (-1.802, 0.744, 1.321)
H (-4.619, 0.830, -1.342)
H (-3.546, -0.575, -1.425)
H (-3.622, 0.563, -2.783)
H (-1.461, 3.277, -3.051)
H (-2.190, 5.509, -3.776)
H (-3.960, 6.701, -2.522)
H (-5.016, 5.627, -0.558)
H (-4.315, 3.385, 0.155)
C (4.797, -0.819, -2.450)
C (3.302, -0.674, -2.674)
O (2.566, -0.445, -1.528)
C (3.048, 0.530, -3.603)
F (3.381, 1.670, -2.984)
F (3.673, 0.506, -4.769)
F (1.699, 0.623, -3.862)
C (2.740, -1.964, -3.321)
F (3.216, -3.048, -2.709)
F (1.381, -2.010, -3.174)
F (2.990, -2.078, -4.624)
H (5.205, 0.141, -2.139)
H (5.330, -1.150, -3.344)
H (4.955, -1.540, -1.651)

Entry 3:
The following is a quantum chemistry calculation of one molecule with the formula C4H7NO, from the OMol25 dataset.

Properties
relative energy (zero: lowest compared OMol25 entry of this formula, charge and spin)	109.0	kcal/mol
highest occupied orbital energy (spin up / spin down)	-0.3153 / -0.3299	Ha
2S+1	1
Kohn-Sham gap (spin up / spin down)	7.19 / 7.95	eV

Geometry (Å):
C (-1.713, -0.066, -0.386)
C (-0.479, -0.415, 0.415)
N (0.402, -1.344, -0.014)
C (1.854, 0.401, -0.392)
C (0.754, 0.879, 0.344)
O (0.587, 1.775, 1.120)
H (-2.447, -0.879, -0.339)
H (-1.479, 0.136, -1.434)
H (-2.167, 0.826, 0.058)
H (-0.654, -0.374, 1.497)
H (0.904, -1.767, 0.765)
H (1.660, -0.155, -1.295)
H (2.778, 0.984, -0.340)

Entry 4:
The following is a quantum chemistry calculation of one molecule with the formula C17H16ClN3O2 at a distorted geometry, from the OMol25 dataset.

Properties
relative energy (zero: lowest compared OMol25 entry of this formula, charge and spin)	37.9	kcal/mol
highest occupied orbital energy	-0.3141	Ha
SMILES	O=C(CCC(=O)Nc1ccccc1Cl)N/N=C/c1ccccc1
2S+1	1
Kohn-Sham gap	8.79	eV

Geometry (Å):
O (-2.165, 2.349, -1.544)
C (-0.992, 2.637, -1.535)
N (-0.147, 2.346, -0.498)
N (-0.551, 1.572, 0.525)
C (0.321, 1.062, 1.295)
C (-0.059, 0.183, 2.378)
C (0.920, -0.519, 3.081)
C (0.562, -1.391, 4.092)
C (-0.772, -1.566, 4.419)
C (-1.752, -0.867, 3.730)
C (-1.403, 0.001, 2.715)
H (-2.149, 0.551, 2.165)
H (-2.792, -1.003, 3.988)
H (-1.049, -2.246, 5.211)
H (1.326, -1.934, 4.629)
H (1.961, -0.386, 2.823)
H (1.394, 1.239, 1.143)
H (0.857, 2.511, -0.613)
C (-0.269, 3.266, -2.717)
C (0.144, 2.128, -3.674)
C (0.765, 1.019, -2.838)
O (1.872, 1.111, -2.355)
N (-0.078, -0.030, -2.616)
C (0.175, -1.056, -1.683)
C (-0.768, -1.312, -0.692)
C (-0.537, -2.279, 0.267)
C (0.646, -2.998, 0.251)
C (1.578, -2.777, -0.746)
C (1.339, -1.822, -1.724)
Cl (2.470, -1.640, -3.011)
H (2.490, -3.351, -0.786)
H (0.840, -3.741, 1.010)
H (-1.275, -2.460, 1.033)
H (-1.674, -0.725, -0.671)
H (-1.054, 0.108, -2.839)
H (0.883, 2.499, -4.384)
H (-0.727, 1.763, -4.218)
H (0.615, 3.809, -2.384)
H (-0.944, 3.951, -3.229)

Entry 5:
The following is a quantum chemistry calculation of a 2-piece molecular cluster, C3H9BO3 overall at a distorted geometry, from the OMol25 dataset.

Properties
relative energy (zero: lowest compared OMol25 entry of this formula, charge and spin)	47.4	kcal/mol
highest occupied orbital energy	-0.3260	Ha
SMILES	CCB(O)C=O.O
2S+1	1
Kohn-Sham gap	9.32	eV

Geometry (Å):
B (0.167, -0.744, 1.117)
C (-1.317, 0.418, -0.967)
C (-1.216, -0.456, 0.315)
C (1.331, -1.549, 0.220)
O (0.543, -0.209, 2.224)
O (1.504, 2.015, -0.686)
O (2.120, -0.979, -0.414)
H (-2.310, 0.784, -1.096)
H (-1.056, -0.297, -1.781)
H (-0.503, 1.127, -0.916)
H (-1.667, -1.384, 0.187)
H (-1.859, 0.164, 1.125)
H (1.380, -2.701, 0.337)
H (-0.172, 0.273, 2.645)
H (1.077, 2.310, -1.562)
H (1.978, 1.229, -0.749)

Entry 6:
The following is a quantum chemistry calculation of C2H7IN3 as an isolated structure at a distorted geometry, from the OMol25 dataset.

Properties
relative energy (zero: lowest compared OMol25 entry of this formula, charge and spin)	46.1	kcal/mol
charge	+1
highest occupied orbital energy	-0.4883	Ha
2S+1	1
Kohn-Sham gap	7.77	eV

Geometry (Å):
C (0.217, -0.070, -0.825)
C (0.350, 0.793, 0.283)
N (-0.453, -1.213, -0.648)
N (0.431, 2.135, 0.033)
N (-0.499, -1.676, 0.653)
I (2.643, -0.151, 0.508)
H (0.392, 0.144, -1.807)
H (-0.268, 0.538, 1.162)
H (-0.753, -1.788, -1.505)
H (0.714, 2.508, -0.877)
H (0.691, 2.807, 0.732)
H (-1.421, -1.763, 1.012)
H (-0.558, -2.686, 0.557)

Entry 7:
The following is a quantum chemistry calculation of a 2-piece molecular cluster, C3H10O3 overall at a distorted geometry, from the OMol25 dataset.

Properties
relative energy (zero: lowest compared OMol25 entry of this formula, charge and spin)	49.8	kcal/mol
highest occupied orbital energy	-0.3663	Ha
SMILES	OCCCO.O
2S+1	1
Kohn-Sham gap	10.55	eV

Geometry (Å):
C (1.610, 0.697, 0.265)
O (2.413, -0.534, 0.507)
C (0.200, 0.396, -0.219)
C (0.073, -0.167, -1.675)
O (-1.269, -0.125, -2.084)
H (1.449, 1.491, 1.006)
H (2.178, 1.322, -0.462)
H (2.839, -0.157, 1.303)
H (-0.192, -0.057, 0.662)
H (-0.421, 1.332, -0.264)
H (0.523, 0.562, -2.309)
H (0.494, -1.269, -1.618)
H (-1.614, -1.051, -1.724)
H (-3.057, 0.374, 2.048)
H (-2.116, 0.233, 3.089)
O (-2.566, -0.383, 2.582)

Entry 8:
The following is a quantum chemistry calculation of one molecule with the formula C4H6N2S2 at a distorted geometry, from the OMol25 dataset.

Properties
relative energy (zero: lowest compared OMol25 entry of this formula, charge and spin)	64.1	kcal/mol
highest occupied orbital energy	-0.3146	Ha
SMILES	C=NN(C)C(=S)C=S
2S+1	1
Kohn-Sham gap	8.04	eV

Geometry (Å):
C (-0.032, -1.653, -0.223)
C (2.055, 0.029, 0.725)
C (-1.260, 0.477, -0.455)
C (-1.279, 1.941, -0.116)
H (0.698, -1.826, -0.993)
H (0.285, -2.179, 0.702)
H (-1.055, -1.995, -0.503)
H (2.794, 0.721, 1.123)
H (2.223, -1.035, 0.691)
H (-1.370, 2.061, 0.994)
N (-0.126, -0.180, -0.053)
N (0.952, 0.603, 0.386)
S (-2.615, -0.151, -1.139)
S (-1.269, 3.187, -1.140)